[1]
Molecular formula: C32H41NNiO7STe
Method: DFT, ωB97M-V/def2-TZVPD

Structure (ORCA input):
```
! wB97M-V def2-TZVPD RIJCOSX def2/J DEFGRID3
* xyz -1 2
Ni -1.6432 1.2221 1.4679
O -1.2084 5.2428 1.7885
C -0.9101 4.0645 1.6225
O -1.6510 3.1987 1.0225
C 0.4848 3.5928 2.0612
C 1.1250 2.7496 0.9507
C 2.6287 2.5674 1.2056
C 2.6308 1.4930 2.3238
C 1.1343 1.3310 2.5752
O 0.6018 1.4363 1.2303
C 0.5717 2.5909 3.2642
C -0.7164 2.2819 4.0352
O -0.7526 2.5691 5.2271
O -1.6583 1.6938 3.3901
H 1.0586 4.4940 2.2654
H 0.8500 3.0406 -0.0597
H 3.0855 3.5076 1.5162
H 3.1422 2.2108 0.3125
H 3.1670 1.8006 3.2213
H 3.0537 0.5550 1.9663
H 0.8217 0.3866 3.0121
H 1.2724 2.9562 4.0119
O -3.4126 1.1189 0.3657
S -4.3909 1.8153 -0.5402
C -3.5370 3.2510 -1.2693
C -4.1867 4.5206 -0.7273
C -4.6103 4.1795 0.6978
C -5.3726 2.8663 0.5714
H -3.5584 3.1496 -2.3544
H -2.5218 3.1516 -0.8816
H -5.0604 4.7994 -1.3254
H -3.4779 5.3487 -0.7501
H -5.2186 4.9613 1.1540
H -3.7177 4.0293 1.3094
H -6.3558 2.9885 0.1087
H -5.4738 2.3049 1.4994
C -3.1935 -1.0576 3.0131
C -2.3465 -1.5381 1.8387
O -2.5754 -2.6368 1.3316
N -1.3661 -0.6721 1.4863
Te -0.5218 -1.0790 -0.5163
C 1.4776 -1.3973 0.1256
C 2.5157 -0.8103 -0.6084
C 2.2837 0.0946 -1.7913
C 3.8360 -1.0581 -0.2349
C 4.1525 -1.8469 0.8591
C 5.5836 -2.1005 1.2553
C 3.1062 -2.3922 1.5910
C 1.7720 -2.1863 1.2501
C 0.7161 -2.8312 2.1108
C -0.0702 -2.2585 -2.3937
C -0.2149 -1.6452 -3.6418
C -0.6981 -0.2242 -3.8420
C 0.1154 -2.3599 -4.7985
C 0.5573 -3.6692 -4.7494
C 0.9108 -4.4259 -6.0044
C 0.6452 -4.2820 -3.5032
C 0.3268 -3.6049 -2.3330
C 0.4041 -4.3474 -1.0242
H -3.7193 -1.9082 3.4405
H -3.9183 -0.3295 2.6417
H -2.5893 -0.5453 3.7593
H 1.3949 0.7111 -1.6504
H 2.1383 -0.4880 -2.7050
H 3.1435 0.7497 -1.9380
H 4.6350 -0.6035 -0.8129
H 6.2701 -1.5229 0.6360
H 5.8383 -3.1573 1.1470
H 5.7550 -1.8284 2.2987
H 3.3298 -3.0042 2.4603
H 1.1597 -3.6163 2.7246
H -0.0963 -3.2573 1.5228
H 0.2540 -2.0953 2.7698
H -1.0498 0.2355 -2.9229
H -1.5166 -0.2058 -4.5650
H 0.1041 0.4019 -4.2418
H 0.0158 -1.8686 -5.7634
H 0.8272 -3.7873 -6.8841
H 0.2493 -5.2835 -6.1460
H 1.9329 -4.8074 -5.9576
H 0.9577 -5.3213 -3.4443
H 0.4067 -5.4252 -1.1913
H -0.4471 -4.0974 -0.3888
H 1.3139 -4.0867 -0.4781
*
```

Values from the calculation:
HOMO (spin up / spin down): -4.03 / -3.95 eV
Expectation value of S²: 0.777
Relative energy (zero: lowest compared OMol25 entry of this formula, charge and spin): 0.00 kJ/mol
LUMO energy (spin up / spin down): 1.63 / 1.67 eV

[2]
Molecular formula: C32H42CaN7O2S
Method: DFT, ωB97M-V/def2-TZVPD

Structure (ORCA input):
```
! wB97M-V def2-TZVPD RIJCOSX def2/J DEFGRID3
* xyz -1 1
Ca 1.0110 -0.1912 0.7453
C -0.1764 -2.7777 -1.5296
N 0.9464 -2.6041 -0.5995
C 0.9197 -3.6810 0.4332
C 1.0477 -3.1847 1.8753
C -0.2461 -2.5081 2.4091
N -0.0872 -1.0557 2.4600
C -0.5019 -0.3884 3.4611
C -0.3665 1.0599 3.6854
C -0.8482 1.5331 4.9141
C -0.7578 2.8559 5.2898
C -0.1514 3.7520 4.3989
C 0.3308 3.3270 3.1820
C 0.2367 1.9763 2.7624
O 0.6748 1.6295 1.5947
C 2.2480 -2.6253 -1.2950
C 2.3946 -1.7068 -2.5124
C 2.0673 -0.2251 -2.2838
N 2.4716 0.1737 -0.9487
C 3.3535 1.0815 -0.7698
C 3.8565 1.5183 0.5293
C 4.6432 2.6801 0.5620
C 5.1454 3.1925 1.7350
C 4.8596 2.5075 2.9298
C 4.1151 1.3550 2.9358
C 3.5722 0.8027 1.7420
O 2.8851 -0.2902 1.7730
H -0.0906 -3.7205 -2.0942
H -0.2202 -1.9521 -2.2415
H -1.1130 -2.7814 -0.9775
H 1.7197 -4.3967 0.2212
H -0.0217 -4.2234 0.3300
H 1.8900 -2.4861 1.9396
H 1.3006 -4.0271 2.5211
H -0.5054 -2.9010 3.3970
H -1.0842 -2.7189 1.7388
H -1.0029 -0.9262 4.2750
H -1.3080 0.8152 5.5879
H -1.1406 3.1904 6.2451
H -0.0610 4.7984 4.6698
H 0.8088 4.0154 2.4943
H 2.4619 -3.6494 -1.6353
H 3.0139 -2.3628 -0.5617
H 1.7838 -2.0768 -3.3387
H 3.4380 -1.7976 -2.8259
H 0.9881 -0.0795 -2.3642
H 2.5485 0.3880 -3.0536
H 3.7885 1.5783 -1.6478
H 4.8374 3.1900 -0.3777
H 5.7367 4.0989 1.7407
H 5.2346 2.8986 3.8692
H 3.8886 0.8374 3.8606
C 0.2136 2.7494 -1.8786
C -0.6532 3.7504 -2.6939
N -2.0802 3.4793 -2.4939
C -2.3756 2.1405 -3.0205
C -1.4536 1.0827 -2.3550
N -0.6364 1.7094 -1.2983
C -1.5587 2.3561 -0.3381
C -2.3580 3.4784 -1.0514
H 0.7331 3.2402 -1.0527
H 0.9696 2.2788 -2.5146
H -0.4488 3.6624 -3.7640
H -0.4463 4.7831 -2.4023
H -2.2374 2.1640 -4.1047
H -3.4242 1.9146 -2.8201
H -0.7820 0.6389 -3.0956
H -2.0375 0.2864 -1.8917
H -0.9647 2.7516 0.4807
H -2.2194 1.5860 0.0545
H -2.0912 4.4646 -0.6619
H -3.4323 3.3457 -0.9103
C -3.5392 -5.4607 -1.8233
C -3.9320 -4.0084 -1.7550
C -4.8981 -3.4831 -2.6018
C -5.1404 -2.1279 -2.4615
N -4.5204 -1.3491 -1.5887
C -3.5868 -1.9297 -0.7775
S -2.7600 -0.9568 0.3795
N -3.2928 -3.2634 -0.8630
H -4.3629 -6.0830 -2.1759
H -3.2178 -5.7995 -0.8396
H -2.7007 -5.5892 -2.5125
H -5.4214 -4.0905 -3.3282
H -5.8797 -1.6392 -3.0917
*
```

Values from the calculation:
HOMO: -4.29 eV
Relative energy (zero: lowest compared OMol25 entry of this formula, charge and spin): 55.84 kJ/mol
LUMO energy: 2.59 eV

[3]
Molecular formula: C32H42Cl10N2O2
Method: DFT, ωB97M-V/def2-TZVPD

Structure (ORCA input):
```
! wB97M-V def2-TZVPD RIJCOSX def2/J DEFGRID3
* xyz 0 1
O -0.0813 -1.2555 1.9938
C -0.2455 -0.0552 1.6392
C 0.2941 0.5046 0.3260
C 0.8645 -0.2924 -0.6818
C 1.0613 0.2390 -1.9535
C 0.7741 1.5852 -2.2448
C 0.4000 2.4208 -1.1924
C 0.1506 1.8812 0.0857
C -0.4840 2.8625 1.0840
O -0.5738 4.0932 0.8833
C -1.0329 2.2555 2.3314
C -1.7875 3.1475 3.1728
C -2.5085 2.5471 4.2673
C -2.3025 1.2253 4.5550
C -1.6518 0.3924 3.6410
C -1.0135 0.8261 2.5003
H 1.0115 -1.3525 -0.5375
H 1.3286 -0.4370 -2.7523
H 0.9167 2.0231 -3.2217
H 0.1162 3.4458 -1.3796
H -1.8022 4.2172 3.0248
H -2.8799 3.2179 5.0278
H -2.7519 0.8731 5.4717
H -1.4899 -0.6185 3.9851
C 3.5691 -0.8264 1.6797
C 3.7862 0.5605 2.2109
C 5.3065 0.8212 2.5227
C 6.3508 0.1935 1.6734
N 7.1836 -0.3080 1.0189
H 3.9694 -0.7267 0.6708
H 2.5357 -1.1558 1.5718
H 4.1094 -1.6441 2.1569
H 3.1059 0.5862 3.0622
H 3.4038 1.3297 1.5400
H 5.4742 0.5514 3.5654
H 5.4199 1.9036 2.5820
C -3.1752 -1.8379 6.6007
C -4.6829 -1.4235 6.3656
C -5.2689 -0.3714 7.3340
C -4.4000 0.8086 7.6713
N -3.7483 1.6659 7.9494
H -2.4325 -1.1481 6.2002
H -3.0746 -2.7080 5.9519
H -2.8884 -2.0521 7.6303
H -5.2378 -2.3607 6.3254
H -4.7999 -1.0697 5.3412
H -5.4816 -0.8643 8.2827
H -6.3089 -0.0674 7.2152
Cl 0.3497 1.1638 -5.7611
C 2.0169 0.7500 -6.1293
C 2.8852 1.9514 -6.3821
Cl 3.2747 2.9592 -4.9583
H 2.0006 0.0843 -6.9923
H 2.3373 0.1464 -5.2801
H 2.4181 2.6363 -7.0898
H 3.8535 1.5620 -6.6966
Cl 2.0763 -4.2614 0.9041
C 0.7208 -4.3706 1.9785
C -0.5453 -4.4939 1.1154
Cl -0.7149 -6.2078 0.4694
H 0.7269 -3.4984 2.6322
H 0.9678 -5.1547 2.6942
H -0.3569 -3.7846 0.3095
H -1.3960 -4.3447 1.7804
Cl -2.0968 -1.7932 -1.3894
C -1.9708 -1.0108 -2.9520
C -2.3608 0.5269 -2.9886
Cl -4.0905 0.8327 -2.5794
H -2.5074 -1.6194 -3.6799
H -0.9333 -1.0882 -3.2771
H -2.0731 0.9452 -3.9532
H -1.7596 1.0429 -2.2400
Cl -2.1266 3.8784 -4.7023
C -1.1402 4.4101 -6.0380
C 0.2642 4.8371 -5.5463
Cl 0.1280 6.0688 -4.2838
H -1.6410 5.1698 -6.6381
H -0.9063 3.5404 -6.6520
H 0.9148 5.1801 -6.3508
H 0.7193 3.9642 -5.0784
Cl 0.5386 -3.5107 -2.2135
C 1.7663 -4.3859 -3.2007
C 1.3678 -4.2835 -4.6519
Cl 1.3124 -2.6153 -5.0726
H 1.6630 -5.4516 -2.9962
H 2.7020 -3.8716 -2.9817
H 0.4538 -4.7650 -4.9995
H 2.1340 -4.7418 -5.2772
*
```

Values from the calculation:
HOMO: -9.67 eV
SMILES string: O=C1c2ccccc2C(=O)c2ccccc21.CCCC#N.CCCC#N.ClCCCl.ClCCCl.ClCCCl.ClCCCl.ClCCCl
LUMO energy: -1.27 eV

[4]
Molecular formula: C32H42ClN8O3Ti
Method: DFT, ωB97M-V/def2-TZVPD

Structure (ORCA input):
```
! wB97M-V def2-TZVPD RIJCOSX def2/J DEFGRID3
* xyz 1 3
Ti -0.7277 -0.4820 0.7932
N 1.1088 -0.1456 2.1794
C 1.4146 -0.3524 3.6075
C 0.1745 -0.3646 4.4885
C -0.6898 0.9052 4.4105
C -2.0817 0.6733 3.8392
N -2.0822 0.6053 2.3619
H 1.8297 -0.6000 1.6133
H 1.1696 0.8389 1.9399
H 2.1080 0.4145 3.9625
H 1.9462 -1.3011 3.7113
H 0.5063 -0.5210 5.5169
H -0.4413 -1.2325 4.2367
H -0.1885 1.6852 3.8267
H -0.8136 1.3228 5.4103
H -2.7565 1.4621 4.1810
H -2.4771 -0.2714 4.2176
H -1.8834 1.5352 1.9935
H -3.0265 0.3896 2.0551
N -2.9389 -2.9733 -0.0458
C -3.2900 -1.7674 -0.6294
C -4.3699 -1.8043 -1.5226
C -4.7765 -0.6446 -2.1334
C -4.0982 0.5400 -1.8534
C -3.0419 0.4884 -0.9803
N -2.6254 -0.6431 -0.3657
C -2.0616 -3.3885 0.9474
C -2.2412 -4.7035 1.4012
C -1.3848 -5.2256 2.3360
C -0.3470 -4.4270 2.8105
C -0.2492 -3.1486 2.3266
N -1.0888 -2.6033 1.4176
H -3.5550 -3.7169 -0.3305
H -4.8822 -2.7375 -1.7186
H -5.6134 -0.6576 -2.8188
H -4.3875 1.4750 -2.3098
H -2.4602 1.3740 -0.7477
H -3.0549 -5.3010 1.0100
H -1.5153 -6.2395 2.6894
H 0.3647 -4.7953 3.5345
H 0.5467 -2.4990 2.6553
C 2.0363 0.0907 -3.7263
N 1.0821 -0.9766 -3.4166
C 0.7269 -1.9373 -4.4530
C 0.6158 -1.0787 -2.1998
N 0.2399 -1.1719 -1.1085
H 1.6623 0.6866 -4.5594
H 3.0023 -0.3381 -3.9973
H 2.1574 0.7263 -2.8513
H 0.2990 -1.4163 -5.3101
H -0.0052 -2.6405 -4.0644
H 1.6117 -2.4875 -4.7767
N 3.0057 -1.8433 0.4571
C 4.2009 -2.0359 1.1666
C 5.0780 -0.9707 1.3604
C 6.2178 -1.1396 2.1311
C 6.4987 -2.3645 2.7205
C 5.6245 -3.4243 2.5273
C 4.4820 -3.2654 1.7578
H 3.0085 -1.0894 -0.2171
H 2.5767 -2.6769 0.0867
H 4.8592 -0.0118 0.9031
H 6.8921 -0.3041 2.2683
H 7.3897 -2.4935 3.3194
H 5.8324 -4.3878 2.9749
H 3.8039 -4.0986 1.6060
C -2.1143 2.8920 -4.0229
C -1.7787 4.2655 -3.5109
C -2.3587 5.4005 -4.0472
C -2.0018 6.6636 -3.5919
Cl -2.7533 8.0672 -4.2814
C -1.0486 6.8052 -2.6067
C -0.4578 5.6737 -2.0527
C -0.8343 4.4129 -2.4862
O -0.3416 3.2418 -1.9841
C 0.6579 3.2983 -0.9802
C 0.7440 1.9073 -0.3702
O 1.7918 1.2653 -0.4621
O -0.3145 1.5110 0.2450
H -2.9215 2.9372 -4.7524
H -2.4032 2.2255 -3.2098
H -1.2414 2.4423 -4.5016
H -3.0930 5.3061 -4.8372
H -0.7581 7.7903 -2.2692
H 0.2996 5.8050 -1.2940
H 0.3908 4.0001 -0.1854
H 1.6191 3.5756 -1.4149
*
```

Values from the calculation:
HOMO (spin up / spin down): -8.61 / -10.10 eV
Expectation value of S²: 2.004
Relative energy (zero: lowest compared OMol25 entry of this formula, charge and spin): 54.95 kJ/mol
LUMO energy (spin up / spin down): -2.30 / -2.36 eV

[5]
Molecular formula: C32H42F2N9O5S2Ti
Method: DFT, ωB97M-V/def2-TZVPD

Structure (ORCA input):
```
! wB97M-V def2-TZVPD RIJCOSX def2/J DEFGRID3
* xyz -1 3
Ti 0.6126 -0.3544 0.3981
C -2.8893 1.4102 2.3872
C -1.8153 0.5030 1.8651
N -0.6294 0.9422 1.4503
N -0.3771 2.2878 1.6262
C 0.8658 2.6149 1.4552
N 1.1727 3.9603 1.6402
S 2.1838 1.5546 1.1037
C -2.0117 -0.8985 1.8409
C -3.1962 -1.5393 2.2952
C -3.2676 -2.9029 2.3319
C -2.1478 -3.6704 1.9344
C -1.0324 -2.9938 1.4970
N -0.9481 -1.6644 1.4032
H -2.5876 2.4462 2.2710
H -3.8279 1.2461 1.8509
H -3.0799 1.2292 3.4491
H 0.3660 4.5604 1.5449
H 1.9661 4.2579 1.0953
H -4.0338 -0.9394 2.6231
H -4.1703 -3.3877 2.6836
H -2.1424 -4.7492 1.9933
H -0.1344 -3.5337 1.2111
O -1.0198 -1.2789 -1.2110
C -0.5441 -2.4301 -1.8840
C 0.9085 -2.2216 -2.2023
C 1.4970 -2.7450 -3.3426
C 2.8421 -2.5087 -3.5665
C 3.5507 -1.7370 -2.6588
C 2.8850 -1.2514 -1.5493
N 1.5977 -1.5136 -1.3116
H -1.7821 -1.5298 -0.6748
H -1.1053 -2.6019 -2.8077
H -0.6436 -3.3173 -1.2458
H 0.9003 -3.3093 -4.0469
H 3.3280 -2.9047 -4.4490
H 4.5972 -1.5079 -2.8017
H 3.3749 -0.6276 -0.8115
F 0.2752 2.3498 -1.3622
C 0.7646 1.0425 -1.4831
F 0.1860 0.6091 -2.7168
H 1.8245 1.1810 -1.7560
C 4.8058 -4.6247 2.0919
N 4.2567 -3.7626 1.0636
C 4.9507 -2.4867 1.0540
C 2.7897 -3.6198 1.1262
C 2.2429 -2.8024 2.2816
C 2.2439 -3.4274 3.5361
C 1.8552 -2.7554 4.6801
C 1.4755 -1.4245 4.5616
C 1.4380 -0.8256 3.3122
C 1.7716 -1.4838 2.1095
H 5.8510 -4.8390 1.8551
H 4.2604 -5.5708 2.1105
H 4.7694 -4.1917 3.1026
H 6.0269 -2.6677 1.0944
H 4.6750 -1.8357 1.8951
H 4.7421 -1.9520 0.1288
H 2.3912 -4.6411 1.1521
H 2.4669 -3.1707 0.1880
H 2.5396 -4.4699 3.6097
H 1.8481 -3.2563 5.6414
H 1.1877 -0.8561 5.4401
H 1.1114 0.2079 3.2681
C -1.0757 3.2319 -4.0321
C -1.6155 4.2669 -4.9994
S -2.7251 5.4877 -4.3274
O -2.9500 6.4439 -5.3867
O -2.2361 5.9428 -3.0472
C -4.3148 4.7030 -4.0560
C -4.6129 4.1905 -2.6579
N -3.9908 2.9220 -2.3151
C -3.0296 2.7488 -1.3653
N -2.6227 1.4916 -1.2978
C -3.3238 0.8151 -2.2292
C -4.1770 1.6697 -2.8780
N -5.1511 1.3440 -3.8457
O -5.1524 0.2018 -4.2807
O -5.9403 2.2172 -4.2091
C -2.5005 3.8446 -0.5163
H -0.1976 2.7505 -4.4598
H -1.7881 2.4364 -3.8263
H -0.7685 3.6780 -3.0890
H -2.1453 3.8297 -5.8479
H -0.8269 4.9019 -5.4098
H -4.4617 3.9486 -4.8270
H -5.0027 5.5207 -4.2797
H -5.6929 4.0892 -2.5675
H -4.2648 4.9112 -1.9212
H -3.1893 -0.2362 -2.4152
H -3.2886 4.2529 0.1232
H -2.0960 4.6583 -1.1216
H -1.7202 3.4207 0.1170
*
```

Values from the calculation:
HOMO (spin up / spin down): -2.68 / -4.37 eV
Expectation value of S²: 2.024
Relative energy (zero: lowest compared OMol25 entry of this formula, charge and spin): 36.86 kJ/mol
LUMO energy (spin up / spin down): 1.49 / 1.49 eV

| no. | E_tot (Eh) |
| --- | --- |
| 1 | -3999.9747 |
| 2 | -2854.3279 |
| 3 | -6106.4136 |
| 4 | -3217.9788 |
| 5 | -3959.1205 |